Entry 1:
Molecular formula: C2H7O2PS2
Method: DFT, ωB97M-V with the def2-TZVPD basis set

The maximum force comes out at 0.073 hartree/bohr. The value obtained for the gap between HOMO and LUMO is 9.42 eV. The total energy is -1368.55841 Eh.

ORCA input file:
```
! wB97M-V def2-TZVPD RIJCOSX def2/J DEFGRID3
* xyz 0 1
C 2.25 0.34 1.59
C -0.51 -0.74 -1.81
O 2.72 0.99 0.70
O -1.32 0.24 -1.31
P -1.68 0.60 0.34
S -2.47 -1.29 1.02
S -3.62 1.31 -0.12
H 2.52 0.72 2.60
H 1.67 -0.67 1.60
H -2.03 -1.20 2.20
H -0.07 -1.34 -0.98
H 0.38 -0.24 -2.27
H -1.14 -1.29 -2.63
H -3.72 0.84 -1.37
*
```

=====

Entry 2:
Molecular formula: C2H7O3Rh
Method: DFT, ωB97M-V with the def2-TZVPD basis set

The maximum force comes out at 0.040 hartree/bohr. The value obtained for the gap between HOMO and LUMO (alpha / beta) is 9.12 / 5.44 eV. The total energy is -416.11385 Eh.

ORCA input file:
```
! wB97M-V def2-TZVPD RIJCOSX def2/J DEFGRID3
* xyz 1 6
O 1.89 -1.33 2.66
H 1.86 -0.57 2.07
C 2.62 0.78 4.53
O 2.90 -0.59 4.68
C 3.05 -1.29 3.48
H 1.63 0.95 4.09
H 2.63 1.23 5.53
H 3.39 1.27 3.90
H 3.30 -2.32 3.76
H 3.88 -0.85 2.90
Rh -1.07 -0.07 5.63
O -0.38 -1.24 4.45
H 0.33 -1.20 3.79
*
```

=====

Entry 3:
Molecular formula: C2H7O3V
Method: DFT, ωB97M-V with the def2-TZVPD basis set

The maximum force comes out at 0.082 hartree/bohr. The value obtained for the gap between HOMO and LUMO (alpha / beta) is 6.98 / 9.65 eV. The total energy is -1249.98555 Eh.

ORCA input file:
```
! wB97M-V def2-TZVPD RIJCOSX def2/J DEFGRID3
* xyz 0 5
O -0.16 -0.08 -1.36
H 1.39 -1.39 -0.40
C -0.14 0.73 1.45
O 0.23 1.49 0.32
C -0.48 1.16 -0.85
H 0.12 -0.33 1.31
H 0.42 1.12 2.31
H -1.22 0.82 1.64
H -0.24 1.97 -1.56
H -1.57 1.21 -0.62
V -1.36 -1.43 -2.17
O 1.54 -2.48 -0.49
H 1.47 -2.80 0.41
*
```